Below is the molecule C5H14N2 at a distorted geometry, with properties calculated with ωB97M-V/def2-TZVPD.

Last columns: bonded neighbours and bond lengths (Å).
CARTESIAN COORDINATES (ANGSTROEM)
1 C -1.478 -0.981 -0.261  C2 1.507, H8 1.126, H9 1.099, H10 1.129
2 C -0.480 0.134 -0.081  C1 1.507, C3 1.770, N5 1.515, H11 1.170
3 C -0.821 0.980 1.436  C2 1.770, C4 1.571, H12 1.092, H13 1.053
4 C -2.301 1.081 1.952  C3 1.571, H14 1.173, H15 1.113, H16 1.158
5 N 1.003 -0.147 0.057  C2 1.515, C6 1.495, H17 1.006
6 C 1.561 -0.087 -1.329  N5 1.495, N7 1.450, H18 1.104, H19 1.134
7 N 2.688 -0.914 -1.714  C6 1.450, H20 1.027, H21 1.072
8 H -1.617 -1.464 0.747  C1 1.126
9 H -2.477 -0.691 -0.616  C1 1.099
10 H -1.043 -1.824 -0.872  C1 1.129
11 H -0.628 1.009 -0.843  C2 1.170
12 H -0.271 1.839 1.045  C3 1.092
13 H -0.255 0.611 2.245  C3 1.053
14 H -2.517 2.136 2.417  C4 1.173
15 H -3.045 0.808 1.171  C4 1.113
16 H -2.570 0.182 2.631  C4 1.158
17 H 1.392 0.418 0.794  N5 1.006
18 H 0.773 -0.384 -2.043  C6 1.104
19 H 1.769 0.992 -1.609  C6 1.134
20 H 2.816 -1.226 -2.684  N7 1.027
21 H 2.951 -1.739 -1.082  N7 1.072

Results
spin multiplicity = 1
relative energy (zero: lowest compared OMol25 entry of this formula, charge and spin) = 271.15 kJ/mol
gap between HOMO and LUMO = 0.3558 Eh
structure (SMILES) = CC[C@H](C)NCN
calculated total energy = -308.3198 a.u.